98
Properties=species:S:1:pos:R:3:forces:R:3 method="wB97M-V/def2-TZVPD" total_energy_ev=-52665.5348 spin_multiplicity=2 s2=0.758 lumo_energy_ev="0.50 / -1.50" gap_ev="8.99 / 6.90" relative_energy_kj_mol=0.00 e_homo_ha="-0.3120 / -0.3086"
Ag -1.60853 1.74143 3.15549 -0.206 -0.627 1.038
C -1.01572 -0.76761 4.70732 -0.081 -0.062 -0.588
O -1.98379 0.21113 4.77927 -0.023 0.405 -0.253
H -0.04022 -0.43601 5.07844 0.025 -0.128 0.081
H -1.35913 -1.67806 5.21818 -0.013 0.139 0.201
H -0.91800 -1.07661 3.65179 0.181 0.022 0.108
C -0.86855 -0.04551 -0.54421 0.511 -0.140 0.420
C -1.16570 0.48979 0.83650 -0.513 0.401 0.372
O -2.35603 0.78632 1.14742 0.048 -0.131 -0.229
O -0.20373 0.67236 1.62749 0.533 -0.501 -0.706
H -0.40093 -1.02194 -0.40753 -0.017 -0.009 -0.166
H -0.09952 0.61582 -0.94921 -0.101 -0.098 -0.312
H -1.73652 -0.12907 -1.18577 -0.055 0.100 0.016
C 5.06588 1.31313 3.90634 -0.721 0.549 0.905
C 4.23473 1.11352 2.65372 0.791 -0.347 -1.056
C 5.00195 0.25357 1.63012 0.070 0.139 0.037
O 4.24624 0.04087 0.45563 -0.006 -0.279 -0.092
C 4.29090 1.08272 -0.47338 -0.031 1.052 0.164
N 2.93115 0.54717 2.94160 -0.345 -0.651 0.044
H 5.65812 2.22865 3.90047 0.440 -0.297 -0.404
H 5.65379 0.43816 4.18291 0.178 0.053 -0.136
H 4.38818 1.51211 4.74783 -0.058 -0.273 -0.121
H 4.12884 2.06632 2.12506 -0.406 0.159 0.348
H 5.20230 -0.75793 1.99316 0.049 0.123 0.340
H 5.96070 0.74966 1.41376 -0.017 -0.157 -0.141
H 5.30414 1.27655 -0.84904 -0.020 -0.327 -0.124
H 3.96644 2.04406 -0.03820 -0.088 -0.186 -0.005
H 3.60084 0.86066 -1.28228 0.122 -0.180 -0.102
H 3.09859 -0.39802 3.29500 -0.061 0.220 0.433
H 2.44891 0.31507 2.07137 -0.104 0.514 -0.062
C -4.77065 -0.78612 -4.19610 0.213 0.276 -0.231
C -4.48007 -2.24530 -3.89533 -0.738 -0.076 0.628
C -3.77761 -2.34427 -2.54868 0.026 0.642 -0.050
O -3.31356 -3.65188 -2.34348 -0.112 -0.021 -0.424
C -2.89459 -3.88419 -1.03858 0.188 0.096 0.951
N -5.74981 -3.00195 -3.90021 0.367 -0.103 -0.186
H -3.83403 -0.22625 -4.26779 -0.075 0.056 -0.111
H -5.37570 -0.29487 -3.42908 0.001 -0.241 0.143
H -5.32397 -0.69365 -5.12919 0.093 -0.025 -0.056
H -3.83381 -2.67354 -4.66224 0.019 0.052 -0.058
H -4.47751 -2.03067 -1.75365 -0.088 -0.259 -0.057
H -2.97654 -1.58445 -2.49428 0.225 -0.403 -0.061
H -2.56448 -4.91651 -0.93719 0.033 -0.023 -0.205
H -3.70047 -3.72669 -0.30524 -0.031 0.032 -0.162
H -2.06929 -3.21964 -0.74060 -0.012 -0.052 -0.118
H -6.18627 -2.92109 -2.98745 -0.079 0.063 -0.044
H -5.54951 -3.98788 -4.02117 -0.016 -0.005 0.052
C 0.12716 3.84539 -2.58276 -0.700 -0.089 0.199
C -0.98998 3.65852 -3.62408 0.266 0.223 1.004
C -2.35453 4.13640 -3.11682 -0.247 -0.316 -0.212
O -2.89341 3.46419 -1.99272 0.765 -0.011 0.018
C -3.21379 2.10571 -2.20721 -1.586 0.214 0.936
N -0.73564 4.37119 -4.86072 -0.083 -0.220 -0.580
H 1.10158 3.86218 -3.06534 0.097 -0.134 0.087
H 0.06247 3.04368 -1.84595 0.287 -0.054 0.001
H -0.02427 4.77252 -2.02135 0.135 0.106 -0.153
H -1.09492 2.58598 -3.78562 0.181 0.011 -0.603
H -3.02169 4.01668 -3.98003 -0.158 0.336 0.123
H -2.27332 5.17893 -2.80375 -0.142 0.096 -0.229
H -4.21760 2.01556 -2.65491 0.452 0.102 -0.804
H -3.44860 1.69310 -1.22026 0.789 -0.153 0.068
H -2.45074 1.53646 -2.72689 0.005 -0.112 -0.060
H -0.31764 5.27814 -4.69897 -0.032 0.017 0.128
H -0.11085 3.85771 -5.46762 0.017 0.017 0.025
C 1.61667 -7.34727 0.65977 -0.703 -0.259 -0.215
C 1.85941 -6.78795 -0.73263 1.233 -0.285 -0.028
C 1.19314 -5.44645 -0.96228 -0.928 -0.407 -0.264
O 1.82241 -4.46964 -0.18047 0.123 0.013 -0.195
C 1.12469 -3.24687 -0.11835 -0.183 -0.018 -0.014
N 3.33803 -6.71298 -0.91383 -0.432 0.483 0.104
H 1.98998 -8.36860 0.70609 0.268 0.084 0.108
H 0.53709 -7.42307 0.83142 0.068 0.176 0.169
H 2.07012 -6.73758 1.43783 0.037 0.021 0.008
H 1.48510 -7.51872 -1.45295 -0.158 0.165 -0.100
H 0.12258 -5.53659 -0.70293 0.124 0.089 0.115
H 1.20480 -5.18879 -2.03302 0.242 0.139 0.074
H 0.38374 -3.28193 0.68976 0.196 0.215 0.154
H 0.55018 -3.01009 -1.02361 0.290 -0.230 -0.195
H 1.87858 -2.47436 0.01942 -0.214 0.177 0.272
H 3.59628 -5.86750 -0.40588 0.288 -0.204 0.087
H 3.58794 -6.49113 -1.87398 -0.228 -0.151 -0.079
C 2.12141 4.24188 3.99322 0.153 0.426 0.875
C 0.68458 3.82106 3.75572 0.049 -0.893 -0.140
C 0.29053 4.09319 2.30724 0.584 0.319 0.616
O -1.04797 3.72455 2.09159 0.012 0.819 -0.205
C -1.46476 3.96845 0.76874 -1.635 -0.289 -0.824
N 0.49405 2.38476 4.10885 0.553 0.491 0.294
H 2.29498 5.29856 3.77402 0.027 -0.093 -0.281
H 2.84739 3.60846 3.48371 -0.118 0.046 -0.266
H 2.33350 4.14648 5.06426 0.032 -0.075 -0.073
H 0.01417 4.37677 4.41489 -0.014 0.177 -0.140
H 0.96294 3.58980 1.60021 -0.093 -0.256 0.084
H 0.45939 5.17349 2.18119 -0.379 -0.034 -0.292
H -2.50079 3.64237 0.63157 0.147 -0.310 0.501
H -0.92452 3.36971 0.04056 0.479 0.189 0.029
H -1.55662 5.02218 0.47754 0.834 0.089 0.296
H 1.31193 1.86571 3.76265 -0.408 -0.236 -0.453
H 0.62736 2.30036 5.11571 -0.387 0.090 0.009



137
Properties=species:S:1:pos:R:3:forces:R:3 method="wB97M-V/def2-TZVPD" total_energy_ev=-208754.1095 lumo_energy_ev=-1.21 gap_ev=9.23 e_homo_ha=-0.3836
Cl 4.31300 -7.11591 -3.99370 -0.199 -0.177 0.001
C 3.26955 -7.32218 -2.55692 -0.232 1.176 0.097
C 2.80897 -5.90279 -2.02928 0.612 -1.761 0.307
Cl 1.88787 -4.95031 -3.17909 -0.275 0.071 -0.550
H 3.87667 -7.88174 -1.84530 -0.029 0.500 0.310
H 2.42311 -7.97333 -2.77519 -0.056 0.329 -0.373
H 3.67187 -5.30272 -1.74045 -0.048 -0.189 0.032
H 2.13865 -6.06585 -1.18538 0.218 0.068 0.095
Cl 1.71158 2.30901 -5.85901 -0.082 -0.116 -0.086
C 1.65860 2.41479 -4.07665 -0.018 0.394 -0.040
C 3.04667 2.22822 -3.54569 0.804 0.122 -1.159
Cl 3.07158 2.59354 -1.83310 0.084 -0.374 0.797
H 0.96464 1.65863 -3.70956 0.011 0.180 0.010
H 1.37541 3.43743 -3.82743 -0.454 -0.263 -0.040
H 3.70564 2.95848 -4.01536 -0.087 0.068 0.016
H 3.47354 1.25766 -3.79846 -0.241 -0.139 0.476
Cl -2.22659 -6.00536 0.19859 -0.151 0.615 0.457
C -1.89867 -4.39387 0.96053 -0.548 -0.009 0.836
C -0.44922 -4.25657 1.26512 0.018 0.391 0.447
Cl 0.39440 -4.15718 -0.24435 1.318 -0.043 -1.168
H -2.37238 -4.26357 1.93352 -0.582 -0.632 -0.152
H -2.31238 -3.62797 0.30451 0.347 -0.091 -0.041
H -0.11930 -5.07904 1.89978 0.121 -0.107 -0.431
H -0.20448 -3.33588 1.79476 -0.432 0.038 0.077
Cl -8.09869 1.85354 0.60416 0.142 0.114 0.012
C -6.36537 2.17966 0.82321 1.262 -0.083 0.669
C -5.96296 2.34189 2.34626 -1.180 0.622 -1.845
Cl -6.53829 0.95508 3.25597 0.077 -0.226 0.608
H -6.11202 3.07188 0.25064 -0.147 0.247 0.338
H -5.79395 1.39399 0.32894 -0.181 -0.225 0.240
H -6.51903 3.22076 2.67255 0.135 -0.087 0.371
H -4.89844 2.50209 2.51722 -0.131 -0.231 -0.318
C 0.16441 -0.95333 5.37616 -0.572 0.462 0.391
N 1.59530 -1.14787 5.10724 1.304 0.422 -0.823
O 1.91217 -2.25836 4.68712 0.382 1.255 0.581
O 2.34361 -0.14849 5.18653 -1.386 -2.182 -0.048
H 0.06928 -0.29663 6.24091 0.011 0.021 -0.207
H -0.36548 -1.89303 5.53195 0.427 0.000 -0.163
H -0.20134 -0.46665 4.47202 -0.162 0.028 0.097
C -6.14027 2.25862 -3.00943 -0.280 -0.804 -0.858
N -5.51134 0.92137 -3.12237 0.606 -1.539 -2.654
O -5.39458 0.36813 -4.25273 -0.535 1.548 2.736
O -5.06498 0.46968 -2.09804 0.188 -0.498 0.487
H -6.87833 2.29712 -3.81060 0.119 0.309 0.123
H -5.29290 2.91222 -3.21647 -0.371 0.422 0.333
H -6.60321 2.26748 -2.02266 0.285 0.491 -0.172
C 4.51426 -1.73982 -2.15228 0.284 -0.584 -0.154
N 5.32083 -2.77148 -2.88404 -0.922 0.268 -1.474
O 6.44469 -2.97186 -2.53483 1.270 -0.163 0.825
O 4.80345 -3.31009 -3.85451 -0.099 0.260 0.526
H 4.72332 -1.91410 -1.09680 -0.507 0.020 -0.111
H 3.50204 -1.91335 -2.51749 0.020 0.340 0.530
H 4.90752 -0.75799 -2.41583 -0.077 -0.121 -0.184
C 4.43731 -1.27703 2.40367 0.158 -0.145 1.694
N 3.45217 -0.52941 1.59697 0.681 -0.323 -0.876
O 3.02052 -1.13546 0.61813 -0.061 0.759 0.704
O 3.20573 0.61809 1.90000 -0.435 -0.137 -0.171
H 5.34623 -1.50086 1.84522 -0.519 -0.237 -0.324
H 3.89677 -2.12040 2.83337 0.233 -0.394 -0.617
H 4.73872 -0.73218 3.29832 -0.154 0.541 -0.338
C -2.60305 -3.17152 -2.32232 0.001 1.119 0.538
N -2.37449 -3.27718 -3.76658 -2.164 0.805 -1.543
O -2.80647 -2.42500 -4.53778 0.201 0.460 1.107
O -1.86567 -4.26688 -4.18451 1.611 -2.023 -0.072
H -2.94518 -4.10353 -1.87242 0.331 -0.114 -0.468
H -3.33316 -2.37838 -2.16121 0.154 -0.011 -0.078
H -1.63217 -2.85321 -1.94263 -0.129 -0.162 0.347
C 0.84593 5.92884 4.38314 -0.302 1.070 0.525
N 0.25221 4.73345 3.75390 -1.515 -1.741 -0.507
O 0.99353 3.95143 3.21627 1.330 -0.124 -0.226
O -0.96353 4.49082 3.76862 1.097 1.719 0.788
H 1.90324 6.07804 4.16423 -0.246 -0.512 -0.518
H 0.78066 5.85945 5.46897 -0.414 -0.245 -0.095
H 0.25978 6.78307 4.04428 0.033 -0.065 0.118
C 0.74117 -2.41649 -5.47556 0.284 0.048 0.395
N 0.88179 -1.22414 -4.52525 -1.276 -1.260 0.066
O -0.11150 -0.86449 -3.91915 -0.374 -0.088 -0.184
O 1.94883 -0.70441 -4.38560 1.312 0.212 -0.211
H 0.15097 -3.22688 -5.04774 -0.216 0.476 0.457
H 1.74302 -2.81780 -5.62840 -0.072 0.449 -0.401
H 0.20101 -2.05816 -6.35187 0.400 0.055 -0.033
C 3.36206 4.44003 1.05924 0.323 0.699 -0.832
N 4.50616 5.38136 0.66900 -2.406 -1.338 -2.579
O 5.16538 5.79365 1.53925 2.167 1.199 2.905
O 4.62683 5.67991 -0.50785 -0.149 -0.294 0.177
H 3.78748 3.47353 1.32942 -0.015 0.172 0.152
H 2.74535 4.36538 0.16359 -0.027 -0.111 0.229
H 2.84653 4.94649 1.87523 0.133 -0.357 -0.035
C -2.08540 1.92677 2.46150 0.695 -0.489 0.475
N -2.09586 2.10231 0.97906 -1.043 -0.086 -0.298
O -3.07180 1.68072 0.35556 0.787 0.351 0.683
O -1.16722 2.68901 0.46490 -0.018 -0.121 0.122
H -2.60603 2.74496 2.95910 -0.107 -0.028 -0.417
H -1.04530 1.95688 2.78614 -0.108 0.109 -0.215
H -2.50170 0.95410 2.72364 -0.234 0.131 -0.292
C 3.80650 2.62925 4.69236 0.303 0.108 -0.627
N 4.93321 1.70822 4.35296 0.623 -1.809 3.234
O 5.20703 0.79456 5.18675 -0.765 1.872 -1.889
O 5.55793 1.91743 3.35785 0.190 0.067 -0.877
H 3.67382 2.72181 5.77029 0.096 -0.337 -0.250
H 2.94108 2.21350 4.17632 -0.054 0.104 0.203
H 4.11267 3.56729 4.22930 -0.295 0.033 0.114
C 1.06713 -5.51408 5.60863 -0.510 0.531 0.021
N 0.03056 -5.35812 4.55683 -0.945 0.372 -0.616
O -0.29101 -4.19272 4.27782 -0.075 -2.006 0.064
O -0.42324 -6.39928 4.05797 0.636 2.053 0.572
H 1.34372 -4.51781 5.95365 0.272 -0.127 -0.464
H 1.85686 -6.06306 5.09574 0.040 -0.170 0.749
H 0.53751 -5.97074 6.44473 0.473 -0.679 -0.201
C -4.81880 -1.18867 1.15023 -0.131 0.066 -0.127
N -4.37712 -2.32216 1.99096 2.366 0.444 1.140
O -4.68582 -3.43645 1.69326 -0.859 -0.860 -0.296
O -3.58614 -2.07211 2.92990 -1.348 0.118 -1.189
H -5.07978 -1.51999 0.14513 0.153 -0.294 0.208
H -3.97310 -0.50181 1.11694 -0.417 0.179 0.106
H -5.72185 -0.81660 1.63414 0.302 0.320 -0.056
C 0.42824 0.20929 -0.86271 -0.476 0.767 -0.477
N -0.46248 -0.50318 0.11556 1.296 1.538 1.612
O -0.16567 -0.38012 1.30409 0.247 -0.513 -0.294
O -1.52824 -0.90591 -0.23799 -0.918 -1.059 -0.909
H 0.91904 1.02401 -0.33031 -0.128 -0.288 0.101
H -0.32732 0.59986 -1.54438 0.431 0.068 -0.301
H 1.19085 -0.34923 -1.40546 -0.424 -0.600 0.401
C -0.61516 5.53411 -0.51167 0.154 -0.209 0.505
N 0.12514 5.99126 -1.67770 0.477 -1.192 -1.599
O -0.07917 7.08968 -2.10104 0.043 1.234 -0.135
O 0.79963 5.13523 -2.25529 -0.179 0.636 0.693
H 0.12039 4.99697 0.08711 -0.452 -0.154 0.137
H -1.34416 4.86091 -0.96275 -0.076 -0.074 0.555
H -1.05848 6.38665 0.00286 0.036 -0.195 -0.157
C -1.98729 1.30865 -6.04093 0.077 -0.567 0.989
N -2.49002 2.66846 -6.21872 -1.687 2.124 0.607
O -1.80108 3.49350 -6.79743 -0.283 -0.962 0.199
O -3.59845 2.95107 -5.71862 1.467 -0.614 -0.653
H -2.57322 0.80369 -5.27294 -0.400 0.081 -0.392
H -1.00594 1.42547 -5.58113 0.300 -0.189 -0.801
H -2.05735 0.79249 -6.99841 0.435 0.073 0.174